1.
This record from the OMol25 dataset describes a structure of composition C33H31CdN8OS2. The level of theory is wB97M-V/def2-TZVPD.

Calculated values
gap between HOMO and LUMO: 0.226 Ha
HOMO: -9.1 eV
E_LUMO: -2.9482 eV

```
! RIJCOSX wB97M-V def2-TZVPD def2/J DEFGRID3
* xyz 1 1
Cd 0.102 0.585 -1.153
O 2.244 0.869 0.019
C 3.233 1.825 -0.385
C 2.875 3.246 0.006
C 1.479 3.658 -0.477
C 1.306 3.518 -1.964
C 1.625 4.550 -2.838
C 1.492 4.359 -4.203
C 1.037 3.138 -4.675
C 0.731 2.155 -3.755
N 0.865 2.338 -2.434
H 2.388 0.544 0.916
H 3.286 1.747 -1.470
H 4.215 1.538 -0.006
H 3.631 3.905 -0.433
H 2.922 3.383 1.089
H 1.289 4.690 -0.176
H 0.732 3.042 0.021
H 1.971 5.494 -2.440
H 1.735 5.158 -4.892
H 0.917 2.943 -5.731
H 0.359 1.185 -4.069
N -1.342 1.219 3.187
C -0.469 0.601 4.114
C -0.491 0.983 5.444
C 0.369 0.381 6.352
C 1.266 -0.584 5.924
C 1.301 -0.949 4.584
C 0.424 -0.368 3.683
S 0.397 -0.912 2.001
N -0.392 0.380 1.214
C -1.162 1.189 1.839
C -1.950 2.176 1.020
C -2.918 3.008 1.564
C -3.631 3.848 0.721
C -3.365 3.829 -0.635
C -2.380 2.967 -1.092
N -1.689 2.171 -0.288
H -1.971 1.902 3.567
H -1.187 1.745 5.774
H 0.337 0.672 7.393
H 1.939 -1.056 6.626
H 1.999 -1.703 4.242
H -3.153 3.020 2.619
H -4.392 4.502 1.126
H -3.906 4.458 -1.328
H -2.138 2.905 -2.148
S -1.796 -0.859 -1.925
C -0.960 -2.305 -1.393
N -1.535 -3.365 -0.909
N -2.834 -3.341 -0.744
C -3.521 -4.432 -0.197
C -2.856 -5.590 0.194
C -3.587 -6.640 0.727
C -4.964 -6.551 0.876
C -5.616 -5.391 0.482
C -4.902 -4.333 -0.054
N 0.420 -2.502 -1.485
N 1.116 -1.507 -1.770
C 2.510 -1.763 -1.929
C 3.240 -0.791 -2.599
C 4.600 -0.961 -2.806
C 5.230 -2.104 -2.335
C 4.494 -3.077 -1.670
C 3.132 -2.919 -1.467
H -3.337 -2.488 -0.977
H -1.785 -5.658 0.074
H -3.069 -7.541 1.028
H -5.523 -7.378 1.291
H -6.690 -5.308 0.588
H -5.414 -3.430 -0.367
H 2.723 0.080 -2.984
H 5.166 -0.211 -3.344
H 6.291 -2.242 -2.494
H 4.986 -3.972 -1.310
H 2.550 -3.674 -0.959
*
```


2.
This record from the OMol25 dataset describes a structure of composition C35H47BrI2IrN3SSi in a non-equilibrium geometry. The level of theory is wB97M-V/def2-TZVPD.

Calculated values
gap between HOMO and LUMO (spin up / spin down): 0.211 / 0.125 Ha
ΔE to the lowest compared entry with this formula, charge and spin: 2.086 eV
<S²>: 0.790
HOMO (spin up / spin down): -15.5 / -15.5 eV
E_LUMO (spin up / spin down): -9.7665 / -12.1429 eV

```
! RIJCOSX wB97M-V def2-TZVPD def2/J DEFGRID3
* xyz 3 2
Ir 0.159 -2.145 0.217
I -1.110 0.838 3.114
C -2.438 -0.806 3.157
I -2.321 -2.051 1.351
H -3.455 -0.430 3.198
H -2.198 -1.439 4.002
C 0.090 -4.130 -3.644
C 0.571 -5.401 -3.324
C 0.951 -5.710 -2.021
C 0.841 -4.761 -1.016
C 0.350 -3.481 -1.348
C -0.023 -3.173 -2.652
C 1.189 -5.004 0.379
C 1.736 -6.206 0.867
C 1.999 -6.335 2.203
C 1.733 -5.272 3.093
C 1.930 -5.343 4.489
C 1.631 -4.276 5.290
C 1.151 -3.076 4.728
C 0.958 -2.970 3.378
C 1.218 -4.071 2.536
N 0.966 -3.995 1.209
H -0.206 -3.892 -4.656
H 0.638 -6.156 -4.096
H 1.307 -6.705 -1.800
H -0.405 -2.190 -2.903
H 1.950 -7.016 0.188
H 2.410 -7.259 2.589
H 2.311 -6.263 4.912
H 1.755 -4.350 6.361
H 0.927 -2.239 5.377
H 0.596 -2.051 2.923
C 0.786 3.179 -3.426
C -0.507 2.548 -3.930
C -0.212 1.165 -4.492
C -1.213 3.443 -4.937
Si -1.725 2.394 -2.343
Br -0.712 0.707 -1.149
C -3.500 1.733 -2.820
C -4.349 2.942 -3.226
C -3.489 0.711 -3.954
C -4.105 1.053 -1.583
C -1.599 3.865 -1.082
C -2.729 3.747 -0.043
C -1.760 5.204 -1.814
C -0.287 3.866 -0.282
H 1.475 3.274 -4.272
H 1.286 2.555 -2.683
H 0.642 4.182 -3.032
H 0.437 1.285 -5.366
H -1.098 0.638 -4.837
H 0.329 0.538 -3.782
H -0.536 3.639 -5.776
H -1.477 4.414 -4.518
H -2.102 2.977 -5.359
H -3.932 3.476 -4.080
H -4.489 3.646 -2.406
H -5.341 2.595 -3.525
H -3.172 1.141 -4.902
H -4.510 0.349 -4.104
H -2.875 -0.161 -3.719
H -4.140 1.705 -0.713
H -3.573 0.137 -1.321
H -5.136 0.772 -1.816
H -3.717 3.855 -0.485
H -2.611 4.552 0.686
H -2.679 2.803 0.506
H -2.673 5.240 -2.409
H -0.913 5.427 -2.460
H -1.820 6.008 -1.078
H -0.280 3.060 0.457
H -0.221 4.808 0.267
H 0.603 3.787 -0.902
N 1.987 1.184 1.477
C 2.593 0.014 1.567
S 2.433 -1.155 0.286
N 3.366 -0.310 2.586
C 3.608 0.407 3.794
C 3.692 -0.350 4.962
C 3.930 0.270 6.173
C 4.116 1.646 6.223
C 4.059 2.395 5.057
C 3.792 1.788 3.840
H 1.395 1.377 0.680
H 2.029 1.843 2.243
H 3.775 -1.235 2.549
H 3.563 -1.424 4.907
H 3.979 -0.320 7.078
H 4.328 2.131 7.165
H 4.239 3.460 5.089
H 3.827 2.377 2.933
*
```


Calculated values (eV) of electronic energy for the records, taken in order: -74922.6083 -149299.0538.